<w>
Here is a cluster of 13 separate species, H26O13 in total from OMol25. Energies are from ωB97M-V/def2-TZVPD.

Molecular weight, g/mol: 234.2

Cartesian coordinates (Å):
H1 0.433 0.273 0.696
H2 -0.963 -0.071 1.192
H3 -1.097 -3.657 -0.398
H4 0.355 -3.263 -0.616
H5 2.108 -3.523 -2.438
H6 2.644 -2.143 -2.093
H7 -1.995 -0.112 4.539
H8 -0.712 -0.854 4.202
H9 -1.471 -0.737 -1.472
H10 0.032 -0.874 -1.655
H11 4.009 -1.581 -0.630
H12 4.329 -0.975 0.726
H13 -0.306 -1.964 2.705
H14 1.107 -1.461 2.956
H15 -2.953 -1.705 -0.344
H16 -3.640 -2.080 -1.647
H17 2.236 3.744 0.081
H18 2.807 3.936 1.476
H19 3.432 0.760 0.688
H20 2.401 1.189 -0.342
H21 -3.881 2.102 -0.067
H22 -4.018 3.425 -0.802
H23 1.133 3.205 -1.937
H24 -0.366 3.455 -1.964
H25 -3.643 0.687 -1.010
H26 -2.643 1.126 -2.067
O1 -0.455 0.639 0.781
O2 -0.245 -3.616 0.051
O3 2.103 -2.609 -2.741
O4 -1.319 -0.190 3.856
O5 -0.654 -0.866 -0.977
O6 4.689 -1.562 0.052
O7 0.213 -1.154 2.763
O8 -3.823 -1.764 -0.755
O9 2.954 4.177 0.555
O10 2.978 1.538 0.346
O11 -3.389 2.899 -0.295
O12 0.305 2.824 -2.248
O13 -2.697 0.783 -1.168

Atom charges from the Löwdin analysis, given in e for atoms 1 to 6: atom 1 (H): 0.003, atom 2 (H): 0.012, atom 3 (H): 0.028, atom 4 (H): 0.002, atom 5 (H): 0.046, atom 6 (H): 0.013

***

<x>
Here is a cluster of 13 separate species, H26O13 in total from OMol25. Energies are from ωB97M-V/def2-TZVPD.

Molecular weight, g/mol: 234.2

Cartesian coordinates (Å):
H1 -0.422 0.522 -0.290
H2 0.908 -0.137 0.036
H3 -1.719 5.378 -0.275
H4 -1.587 4.534 -1.532
H5 -2.857 -0.091 -1.552
H6 -2.040 1.182 -1.702
H7 2.005 1.666 -2.093
H8 2.382 2.984 -1.438
H9 -2.261 -4.129 2.281
H10 -2.626 -2.909 1.451
H11 0.414 2.312 3.012
H12 1.842 1.945 2.644
H13 -0.934 0.312 3.125
H14 -0.569 0.422 1.654
H15 -2.275 -2.825 -2.055
H16 -1.636 -2.336 -3.344
H17 4.215 -0.508 -2.183
H18 3.152 -1.246 -1.387
H19 5.231 -0.284 0.357
H20 5.606 0.063 1.789
H21 -0.955 -3.670 -0.324
H22 -0.778 -2.210 0.060
H23 1.501 -1.176 1.748
H24 2.396 -2.401 1.650
H25 -5.168 1.632 1.781
H26 -4.296 0.830 0.829
O1 0.496 0.477 -0.581
O2 -1.883 4.491 -0.615
O3 -2.418 0.457 -2.212
O4 2.342 2.546 -2.295
O5 -2.228 -3.785 1.382
O6 1.330 2.556 3.186
O7 -1.109 -0.090 2.267
O8 -1.798 -2.076 -2.430
O9 3.985 -1.383 -1.852
O10 5.974 0.006 0.899
O11 -1.420 -2.825 -0.312
O12 1.699 -1.929 1.180
O13 -4.910 1.572 0.854

Atom charges from the Löwdin analysis, given in e for atoms 1 to 6: atom 1 (H): 0.021, atom 2 (H): -0.002, atom 3 (H): 0.032, atom 4 (H): 0.034, atom 5 (H): 0.023, atom 6 (H): 0.019

***

<y>
Here is a cluster of 13 separate species, H26O13 in total from OMol25. Energies are from ωB97M-V/def2-TZVPD.

Molecular weight, g/mol: 234.2

Cartesian coordinates (Å):
H1 0.062 0.025 -1.390
H2 0.383 0.860 -0.161
H3 3.980 1.012 -1.751
H4 4.360 0.853 -3.215
H5 2.424 -1.440 0.306
H6 3.927 -1.477 0.083
H7 2.180 -1.574 -2.001
H8 0.799 -2.105 -1.653
H9 0.078 0.005 2.774
H10 0.105 -1.465 3.159
H11 -2.889 3.703 0.800
H12 -2.496 2.309 1.262
H13 -2.230 -0.096 -1.648
H14 -1.189 -1.079 -1.138
H15 -0.712 3.045 -1.661
H16 -1.539 2.491 -2.810
H17 1.783 0.692 2.931
H18 2.444 -0.123 1.831
H19 1.792 3.547 0.475
H20 1.264 2.673 -0.650
H21 -0.107 -1.928 1.303
H22 0.559 -2.787 0.241
H23 -3.536 -2.183 -2.351
H24 -4.772 -2.007 -1.485
H25 -2.725 0.163 0.773
H26 -3.333 -0.109 2.139
O1 0.794 0.291 -0.822
O2 4.498 0.458 -2.346
O3 3.230 -1.860 0.628
O4 1.319 -1.293 -1.672
O5 -0.384 -0.648 3.311
O6 -2.499 3.230 1.544
O7 -1.877 -0.475 -0.835
O8 -1.620 2.844 -1.916
O9 2.130 -0.186 2.740
O10 1.881 2.668 0.090
O11 -0.296 -2.611 0.650
O12 -4.494 -2.292 -2.362
O13 -2.760 -0.502 1.470

Atom charges from the Löwdin analysis, given in e for atoms 1 to 6: atom 1 (H): 0.022, atom 2 (H): 0.039, atom 3 (H): 0.028, atom 4 (H): 0.039, atom 5 (H): -0.008, atom 6 (H): 0.048

***

<z>
Here is a cluster of 13 separate species, H26O13 in total from OMol25. Energies are from ωB97M-V/def2-TZVPD.

Molecular weight, g/mol: 234.2

Cartesian coordinates (Å):
H1 -1.373 -0.170 -1.097
H2 -0.466 0.489 0.042
H3 1.115 3.857 0.217
H4 0.255 3.883 1.503
H5 0.479 1.905 1.797
H6 0.518 2.096 0.309
H7 2.828 0.292 -1.874
H8 2.083 -0.011 -0.566
H9 3.400 1.602 0.260
H10 4.191 1.934 1.325
H11 -2.465 2.818 -5.691
H12 -2.989 2.122 -4.501
H13 2.333 -2.680 1.896
H14 2.735 -1.215 2.345
H15 -1.067 -3.286 2.294
H16 -1.593 -4.577 3.020
H17 -0.344 -1.670 4.743
H18 0.347 -2.807 3.945
H19 -0.189 1.599 -3.298
H20 -0.129 0.855 -1.852
H21 -2.083 -3.957 -2.432
H22 -3.680 -4.502 -2.319
H23 1.110 -2.369 -0.796
H24 0.486 -3.387 0.230
H25 -3.413 3.674 0.523
H26 -2.942 5.095 0.711
O1 -0.985 -0.293 -0.172
O2 1.114 3.497 1.121
O3 -0.088 2.149 1.047
O4 2.374 0.720 -1.116
O5 3.861 1.155 0.986
O6 -2.502 2.971 -4.745
O7 2.675 -2.128 2.681
O8 -1.095 -4.191 2.271
O9 0.027 -1.823 3.873
O10 -0.019 0.775 -2.839
O11 -2.905 -4.321 -2.871
O12 1.198 -3.250 -0.441
O13 -3.549 4.542 0.113

Atom charges from the Löwdin analysis, given in e for atoms 1 to 6: atom 1 (H): 0.068, atom 2 (H): -0.035, atom 3 (H): 0.075, atom 4 (H): 0.123, atom 5 (H): 0.099, atom 6 (H): 0.033

***

Tell me which of them is the least stable. Sure, it is <z>.

***

<w>
Here is a cluster of 13 separate species, H26O13 in total from OMol25. Energies are from ωB97M-V/def2-TZVPD.

Molecular weight, g/mol: 234.2

Cartesian coordinates (Å):
H1 -0.677 0.313 0.228
H2 -0.938 -1.057 -0.376
H3 -4.101 0.878 0.084
H4 -3.400 1.091 -1.247
H5 -0.220 2.778 -1.536
H6 -1.068 1.921 -0.610
H7 -0.278 0.454 -4.442
H8 0.918 0.255 -3.525
H9 1.400 3.765 0.823
H10 2.314 4.710 1.586
H11 -1.974 0.644 1.470
H12 -0.750 0.791 2.360
H13 -1.726 -5.134 2.210
H14 -1.841 -3.620 2.134
H15 -2.350 -1.474 -1.178
H16 -3.431 -2.295 -1.862
H17 2.650 0.621 -3.133
H18 2.315 2.100 -3.244
H19 0.584 -2.881 2.176
H20 -0.329 -2.518 3.336
H21 3.144 -0.224 -1.081
H22 3.757 0.868 -0.221
H23 1.771 3.248 2.729
H24 1.896 1.759 3.006
H25 0.880 -3.156 -1.244
H26 0.198 -3.535 0.060
O1 -0.245 -0.525 0.031
O2 -3.418 1.410 -0.338
O3 -1.010 2.807 -0.985
O4 -0.036 0.396 -3.510
O5 2.273 3.815 1.229
O6 -1.709 0.890 2.364
O7 -1.310 -4.323 2.524
O8 -3.033 -2.130 -0.999
O9 3.054 1.483 -3.290
O10 -0.346 -2.781 2.409
O11 3.725 -0.090 -0.324
O12 2.420 2.565 2.931
O13 0.893 -3.818 -0.544

Atom charges from the Löwdin analysis, given in e for atoms 1 to 6: atom 1 (H): -0.012, atom 2 (H): 0.009, atom 3 (H): 0.056, atom 4 (H): 0.045, atom 5 (H): 0.031, atom 6 (H): -0.016

***

<x>
Here is a cluster of 13 separate species, H26O13 in total from OMol25. Energies are from ωB97M-V/def2-TZVPD.

Molecular weight, g/mol: 234.2

Cartesian coordinates (Å):
H1 1.374 0.428 0.627
H2 0.640 0.441 -0.705
H3 2.866 2.161 -1.983
H4 1.921 1.364 -1.099
H5 5.079 -0.176 -2.184
H6 5.613 0.820 -1.168
H7 -2.810 -2.344 -0.297
H8 -4.184 -1.907 0.185
H9 1.830 2.821 1.887
H10 2.367 1.884 0.817
H11 2.254 -3.608 3.218
H12 1.234 -3.812 2.109
H13 -3.728 2.213 2.170
H14 -3.021 1.197 1.288
H15 -1.729 -0.949 -1.908
H16 -0.612 -0.064 -2.439
H17 -1.941 2.695 3.290
H18 -0.972 1.922 2.411
H19 -1.704 4.770 -1.574
H20 -2.250 3.368 -1.356
H21 1.407 -0.377 2.382
H22 2.149 -1.657 2.037
H23 -2.799 -2.699 -2.566
H24 -1.286 -2.571 -2.633
H25 -0.437 -2.269 0.070
H26 -0.513 -3.504 -0.812
O1 0.892 -0.144 0.019
O2 2.683 1.264 -1.681
O3 5.033 0.754 -1.935
O4 -3.352 -2.280 0.498
O5 1.955 2.748 0.934
O6 2.047 -3.336 2.317
O7 -3.888 1.584 1.458
O8 -1.434 -0.493 -2.704
O9 -1.674 2.581 2.371
O10 -2.212 4.076 -2.009
O11 1.662 -1.230 2.750
O12 -2.016 -3.125 -2.932
O13 -0.444 -2.544 -0.854

Atom charges from the Löwdin analysis, given in e for atoms 1 to 6: atom 1 (H): -0.002, atom 2 (H): 0.030, atom 3 (H): 0.061, atom 4 (H): -0.022, atom 5 (H): 0.044, atom 6 (H): 0.039

***

<y>
Here is a cluster of 13 separate species, H26O13 in total from OMol25. Energies are from ωB97M-V/def2-TZVPD.

Molecular weight, g/mol: 234.2

Cartesian coordinates (Å):
H1 -0.669 -0.270 1.164
H2 0.282 0.469 0.238
H3 0.789 1.657 -1.182
H4 1.130 0.632 -2.251
H5 -0.418 1.941 2.267
H6 -1.854 1.444 2.291
H7 4.383 -2.515 -0.871
H8 3.837 -2.261 0.525
H9 -2.344 4.130 -1.422
H10 -2.929 3.131 -0.437
H11 2.387 -0.554 4.826
H12 2.192 -0.419 3.325
H13 -1.282 -0.811 -3.568
H14 -1.369 -2.016 -2.645
H15 2.747 2.260 0.512
H16 1.926 1.150 1.148
H17 -0.747 -1.959 0.919
H18 0.306 -2.113 2.004
H19 0.105 -3.047 -0.518
H20 -0.792 -4.110 -1.131
H21 4.086 1.780 -1.424
H22 4.188 2.124 -2.901
H23 -5.221 -1.635 0.466
H24 -4.495 -0.687 1.407
H25 -3.853 -0.063 -1.643
H26 -2.888 0.165 -0.492
O1 -0.555 -0.008 0.243
O2 0.996 1.578 -2.120
O3 -1.187 1.868 2.843
O4 3.822 -1.910 -0.373
O5 -2.436 3.959 -0.478
O6 2.655 -0.020 4.070
O7 -0.794 -1.279 -2.881
O8 2.257 1.458 0.297
O9 0.176 -1.765 1.115
O10 -0.001 -3.588 -1.309
O11 3.677 2.322 -2.108
O12 -4.415 -1.551 0.987
O13 -3.692 0.517 -0.891

Atom charges from the Löwdin analysis, given in e for atoms 1 to 6: atom 1 (H): 0.018, atom 2 (H): 0.009, atom 3 (H): -0.011, atom 4 (H): 0.030, atom 5 (H): 0.021, atom 6 (H): 0.023

***

<z>
Here is a cluster of 13 separate species, H26O13 in total from OMol25. Energies are from ωB97M-V/def2-TZVPD.

Molecular weight, g/mol: 234.2

Cartesian coordinates (Å):
O1 5.906 -0.987 13.546
H1 5.653 -0.076 13.398
H2 6.715 -0.933 14.054
O2 7.766 -3.079 19.393
H3 8.196 -2.227 19.475
H4 8.089 -3.431 18.563
O3 9.462 -4.645 17.589
H5 10.225 -5.098 17.947
H6 9.025 -5.302 17.047
O4 7.305 -3.343 12.846
H7 6.965 -3.529 11.971
H8 7.142 -2.408 12.972
O5 9.852 -3.309 13.897
H9 9.880 -4.208 14.225
H10 9.026 -3.255 13.416
O6 6.933 -2.881 16.592
H11 6.211 -3.475 16.798
H12 7.342 -3.261 15.814
O7 8.261 -0.621 14.732
H13 8.166 -0.792 15.669
H14 8.730 0.212 14.686
O8 6.701 -0.412 17.570
H15 6.853 -1.356 17.602
H16 5.900 -0.315 17.054
O9 5.222 -4.990 17.473
H17 5.053 -5.606 18.186
H18 5.486 -5.542 16.736
O10 10.627 -2.507 16.430
H19 10.329 -2.412 15.525
H20 9.998 -3.110 16.827
O11 4.579 -0.041 15.997
H21 4.602 0.447 15.174
H22 4.819 -0.935 15.754
O12 3.200 -3.188 17.771
H23 3.660 -2.940 16.970
H24 3.552 -4.050 17.993
O13 4.441 -2.706 15.129
H25 3.859 -3.415 14.856
H26 4.979 -2.526 14.358

Atom charges from the Löwdin analysis, given in e for atoms 1 to 6: atom 1 (O): -0.055, atom 2 (H): 0.067, atom 3 (H): -0.014, atom 4 (O): -0.056, atom 5 (H): 0.038, atom 6 (H): -0.030

***

Tell me which of them is the least stable. Sure, it is <w>.

***

<w>
Here is a structure of composition H26O13 from OMol25. Energies are from ωB97M-V/def2-TZVPD.

Molecular weight, g/mol: 234.2

Cartesian coordinates (Å):
O1 1.301 -1.034 1.988
H1 2.258 -1.029 2.007
H2 1.046 -0.307 2.556
O2 -1.005 -2.310 -0.681
H3 -1.208 -1.487 -0.237
H4 -1.859 -2.703 -0.862
O3 -1.687 1.577 0.982
H5 -0.786 1.572 1.306
H6 -1.971 2.487 1.076
O4 -0.250 -0.467 0.252
H7 0.682 -0.687 0.265
H8 -0.295 0.358 -0.231
O5 -0.396 0.049 -2.807
H9 0.123 0.370 -2.069
H10 -0.793 0.836 -3.181
O6 1.028 1.938 0.078
H11 0.853 1.709 0.991
H12 1.983 1.964 0.017
O7 -1.984 0.006 -1.323
H13 -1.214 -0.258 -1.826
H14 -2.461 0.597 -1.906
O8 -0.111 2.377 -1.402
H15 0.513 2.139 -0.717
H16 -0.970 2.219 -1.010
O9 -0.372 -2.086 2.004
H17 0.482 -1.688 1.832
H18 -0.998 -1.505 1.572
O10 2.611 -1.712 -0.314
H19 1.875 -2.220 0.026
H20 3.179 -2.360 -0.730
O11 -2.535 -0.231 0.587
H21 -2.339 -0.230 -0.350
H22 -2.177 0.597 0.909
O12 1.746 -0.528 -1.808
H23 2.629 -0.273 -2.075
H24 1.872 -1.324 -1.291
O13 0.192 1.502 1.974
H25 -0.025 0.571 2.030
H26 1.062 1.570 2.367

Atom charges from the Löwdin analysis, given in e for atoms 1 to 6: atom 1 (O): 0.077, atom 2 (H): 0.132, atom 3 (H): 0.101, atom 4 (O): -0.053, atom 5 (H): -0.049, atom 6 (H): 0.059

***

<x>
Here is a cluster of 13 separate species, H26O13 in total from OMol25. Energies are from ωB97M-V/def2-TZVPD.

Molecular weight, g/mol: 234.2

Cartesian coordinates (Å):
H1 1.387 0.133 0.744
H2 -0.021 0.001 0.186
H3 2.396 2.266 1.870
H4 1.050 1.733 2.334
H5 3.602 -0.085 0.463
H6 2.738 0.244 -0.743
H7 4.427 -1.597 2.878
H8 5.587 -2.549 3.119
H9 2.070 3.826 -1.391
H10 1.252 3.212 -2.516
H11 -0.026 3.329 0.185
H12 1.236 2.529 -0.090
H13 -3.804 3.502 0.469
H14 -2.713 2.444 0.468
H15 -2.012 0.777 -3.739
H16 -1.786 1.558 -5.023
H17 -3.744 -1.659 0.956
H18 -3.937 -0.601 2.030
H19 -0.602 -3.114 1.253
H20 0.032 -3.199 2.632
H21 -0.221 -3.271 -0.364
H22 -0.667 -1.875 -0.766
H23 -2.171 0.043 -2.250
H24 -0.763 -0.497 -2.060
H25 -2.706 -3.826 -0.510
H26 -1.496 -4.396 0.212
O1 0.524 -0.248 0.941
O2 1.697 1.650 1.624
O3 3.006 0.589 0.116
O4 5.380 -1.612 3.027
O5 1.773 3.992 -2.293
O6 0.817 3.376 -0.280
O7 -3.577 2.644 0.092
O8 -1.582 0.717 -4.599
O9 -3.260 -1.010 1.479
O10 -0.823 -3.138 2.191
O11 0.002 -2.542 -0.953
O12 -1.652 -0.546 -1.691
O13 -2.194 -3.737 0.302

Atom charges from the Löwdin analysis, given in e for atoms 1 to 6: atom 1 (H): -0.029, atom 2 (H): 0.014, atom 3 (H): 0.079, atom 4 (H): 0.081, atom 5 (H): 0.072, atom 6 (H): 0.073

***

Tell me which of them is the least stable. Sure, it is <w>.